Molecular formula: C26H48O40S9
Method: DFT, ωB97M-V/def2-TZVPD

## Properties
HOMO level (eV): -9.928
Kohn-Sham gap (eV): 9.795
Energy (eV): -207142.611
Molar mass (g mol⁻¹): 1289.23

Positions of all 123 atoms, in Å:
C (5.90, -6.23, -0.49)
C (6.29, -6.91, -1.79)
O (5.09, -7.21, -2.47)
S (3.95, -6.02, -2.20)
O (2.56, -6.51, -2.25)
O (4.29, -4.79, -2.92)
O (4.49, -5.97, -0.60)
H (6.40, -5.26, -0.42)
H (5.89, -6.92, 0.35)
H (6.80, -7.85, -1.60)
H (7.00, -6.30, -2.35)
C (-6.70, -1.10, 0.50)
C (-5.20, -0.63, 0.57)
O (-4.92, -0.09, 1.80)
S (-6.04, -0.56, 2.91)
O (-6.41, 0.48, 3.90)
O (-5.68, -1.88, 3.45)
O (-7.17, -0.67, 1.74)
H (-6.95, -2.16, 0.47)
H (-7.31, -0.49, -0.16)
H (-5.01, 0.29, 0.02)
H (-4.49, -1.42, 0.29)
C (1.62, -1.57, -6.94)
C (2.81, -1.83, -7.85)
O (2.45, -1.23, -9.06)
S (0.91, -0.64, -9.17)
O (0.09, -1.33, -10.21)
O (0.90, 0.83, -9.12)
O (0.49, -1.25, -7.74)
H (1.73, -0.65, -6.36)
H (1.40, -2.41, -6.28)
H (2.95, -2.89, -8.07)
H (3.72, -1.35, -7.48)
C (7.12, 0.24, 0.87)
C (7.49, 1.69, 0.41)
O (7.24, 1.71, -1.03)
S (6.98, 0.20, -1.61)
O (8.23, -0.46, -1.93)
O (5.97, 0.24, -2.68)
O (6.44, -0.37, -0.16)
H (6.53, 0.23, 1.79)
H (8.01, -0.37, 1.06)
H (8.55, 1.84, 0.60)
H (6.88, 2.48, 0.84)
C (-2.80, -5.85, 5.82)
C (-2.02, -7.05, 5.54)
O (-1.12, -6.69, 4.52)
S (-1.14, -5.09, 4.20)
O (-2.08, -4.81, 3.12)
O (0.20, -4.54, 4.27)
O (-1.85, -4.84, 5.67)
H (-3.24, -5.70, 6.81)
H (-3.64, -5.67, 5.15)
H (-2.63, -7.94, 5.38)
H (-1.40, -7.28, 6.41)
C (-2.74, -4.80, -3.85)
C (-3.28, -5.51, -2.58)
O (-4.43, -4.79, -2.35)
S (-5.33, -4.75, -3.77)
O (-6.18, -3.55, -3.83)
O (-5.84, -6.03, -4.27)
O (-3.93, -4.50, -4.62)
H (-2.16, -5.49, -4.45)
H (-2.20, -3.89, -3.60)
H (-2.56, -5.44, -1.76)
H (-3.47, -6.57, -2.76)
C (1.41, -0.94, -0.31)
C (1.37, 0.25, 0.63)
O (0.44, 1.08, 0.03)
S (0.55, 1.07, -1.62)
O (1.78, 1.72, -2.19)
O (-0.78, 1.34, -2.19)
O (0.86, -0.54, -1.53)
H (0.75, -1.74, 0.03)
H (2.48, -1.13, -0.33)
H (2.32, 0.78, 0.55)
H (1.01, -0.07, 1.60)
C (1.49, 5.92, 5.40)
C (0.94, 5.38, 4.09)
O (1.72, 4.40, 3.61)
S (3.04, 4.22, 4.52)
O (4.20, 5.04, 4.02)
O (3.24, 2.79, 4.69)
O (2.33, 4.87, 5.82)
H (0.68, 5.95, 6.13)
H (2.07, 6.85, 5.41)
H (0.71, 6.19, 3.40)
H (-0.03, 4.92, 4.27)
C (-5.81, 6.55, 1.69)
C (-6.68, 5.50, 1.10)
O (-6.00, 4.96, -0.05)
S (-4.49, 5.48, -0.14)
O (-4.05, 5.75, -1.50)
O (-3.72, 4.63, 0.74)
O (-4.93, 6.87, 0.66)
H (-5.21, 6.21, 2.53)
H (-6.38, 7.42, 2.00)
H (-7.68, 5.88, 0.87)
H (-6.91, 4.65, 1.74)
O (3.24, 6.68, -8.93)
C (2.45, 6.66, -8.05)
O (2.67, 5.86, -6.94)
C (1.48, 5.63, -6.25)
C (0.35, 6.40, -6.95)
C (1.14, 7.32, -7.87)
H (1.68, 5.87, -5.20)
H (1.21, 4.59, -6.39)
H (-0.13, 6.93, -6.13)
H (-0.36, 5.74, -7.45)
H (1.43, 8.22, -7.33)
H (0.54, 7.46, -8.77)
O (1.46, 0.24, 8.80)
C (0.24, 0.30, 8.71)
O (-0.56, -0.37, 9.65)
C (-1.88, 0.08, 9.58)
C (-1.98, 0.59, 8.13)
C (-0.58, 1.11, 7.73)
H (-2.08, 0.84, 10.34)
H (-2.62, -0.71, 9.67)
H (-2.74, 1.36, 8.11)
H (-2.35, -0.20, 7.48)
H (-0.50, 2.16, 8.02)
H (-0.30, 0.90, 6.70)

***

Molecular formula: C26H49AlCl6NO13S2
Method: DFT, ωB97M-V/def2-TZVPD

## Properties
Net charge: -1
HOMO level (eV): -3.572
Kohn-Sham gap (eV): 0.862
Energy (eV): -159253.121
Molar mass (g mol⁻¹): 887.51

Positions of all 98 atoms, in Å:
C (-3.59, -6.63, -2.21)
C (-2.09, -6.88, -1.80)
C (-1.15, -6.32, -2.90)
C (-0.81, -4.84, -2.78)
O (-1.88, -3.95, -3.23)
S (-2.85, -3.43, -2.06)
C (-2.18, -1.93, -1.31)
C (-0.75, -2.03, -0.71)
C (-0.78, -2.53, 0.74)
Cl (-0.85, -4.36, 0.86)
H (-3.63, -6.04, -3.15)
H (-4.03, -6.00, -1.42)
H (-4.19, -7.53, -2.31)
H (-1.84, -6.47, -0.82)
H (-1.96, -7.97, -1.74)
H (-1.55, -6.58, -3.89)
H (-0.20, -6.87, -2.82)
H (-0.45, -4.65, -1.77)
H (0.04, -4.65, -3.46)
H (-2.80, -4.34, -1.05)
H (-2.86, -1.70, -0.47)
H (-2.28, -1.10, -2.02)
H (-0.07, -2.59, -1.36)
H (-0.36, -1.01, -0.66)
H (0.22, -2.17, 1.31)
H (-1.68, -2.12, 1.22)
C (0.75, 4.32, -1.08)
C (-0.32, 3.32, -1.44)
O (0.08, 2.10, -0.79)
S (0.83, 2.46, 0.58)
O (-0.09, 2.36, 1.64)
O (2.10, 1.79, 0.58)
O (1.08, 4.02, 0.28)
H (1.64, 4.17, -1.70)
H (0.41, 5.34, -1.17)
H (-0.41, 3.16, -2.51)
H (-1.30, 3.61, -1.04)
Cl (-5.47, -5.32, -3.57)
Al (4.31, 2.13, 0.78)
C (-0.10, -0.06, 4.27)
O (0.99, 0.72, 3.81)
H (0.29, -1.01, 4.63)
H (-0.61, 0.46, 5.09)
H (-0.81, -0.24, 3.46)
H (0.64, 1.55, 3.49)
Cl (1.20, -0.69, 1.14)
C (8.39, -3.01, 1.62)
O (8.78, -3.09, 0.47)
N (7.34, -2.28, 2.03)
C (6.92, -2.22, 3.42)
C (6.59, -1.52, 1.04)
H (8.89, -3.55, 2.44)
H (5.90, -2.58, 3.51)
H (6.97, -1.19, 3.78)
H (7.58, -2.84, 4.04)
H (6.19, -2.19, 0.29)
H (7.26, -0.81, 0.55)
H (5.78, -0.98, 1.53)
C (4.00, 3.45, -3.75)
Cl (2.43, 4.24, -3.93)
Cl (3.80, 1.89, -2.92)
Cl (4.78, 3.23, -5.31)
H (4.63, 4.08, -3.14)
C (1.35, 3.66, 5.27)
C (1.34, 4.66, 6.45)
O (0.75, 5.81, 6.06)
H (1.91, 4.07, 4.42)
H (1.83, 2.72, 5.56)
H (0.33, 3.42, 4.93)
H (2.40, 4.73, 6.79)
H (0.86, 4.10, 7.29)
C (-4.99, 6.52, 5.51)
C (-4.56, 5.45, 4.52)
O (-4.12, 5.97, 3.28)
C (-2.99, 6.83, 3.34)
C (-1.75, 6.19, 3.93)
H (-5.78, 7.14, 5.09)
H (-5.36, 6.06, 6.43)
H (-4.16, 7.17, 5.79)
H (-5.42, 4.81, 4.29)
H (-3.80, 4.80, 4.96)
H (-3.25, 7.75, 3.88)
H (-2.79, 7.13, 2.30)
H (-1.89, 5.89, 4.96)
H (-0.91, 6.89, 3.90)
H (-1.47, 5.30, 3.36)
C (-3.11, -2.27, -8.21)
C (-2.16, -2.46, -9.26)
C (-1.01, -3.40, -8.90)
O (-0.15, -3.72, -9.70)
C (-0.95, -3.91, -7.54)
C (-1.89, -3.71, -6.50)
C (-3.09, -2.86, -6.88)
O (-4.03, -2.65, -6.13)
O (-1.82, -4.15, -5.36)
O (-2.19, -1.95, -10.36)
H (-3.96, -1.63, -8.39)
H (-0.07, -4.51, -7.35)